# 1
The following is a DFT calculation (ωB97M-V/def2-TZVPD) of C35H18BrClF4N6NaO4 as an isolated structure.

Last column: natural (NBO) charge in e.
Cartesian coordinates (Å):
1 Br 1.651 3.066 1.570  0.05
2 Cl -8.181 0.576 2.159  -0.04
3 Na -0.741 0.783 0.999  0.91
4 F -0.188 -0.499 -2.380  -0.26
5 F -4.559 2.463 -3.629  -0.28
6 F -0.387 1.915 -1.396  -0.28
7 F -4.397 0.004 -4.513  -0.28
8 O 3.291 -3.143 1.497  -0.73
9 O 0.853 -0.612 1.151  -0.92
10 O -2.688 1.385 0.232  -0.85
11 O -1.928 0.118 2.680  -0.62
12 N -3.847 -2.774 -5.613  -0.25
13 N 2.396 -1.116 2.944  -0.55
14 N 2.687 0.248 2.874  -0.25
15 N -0.846 4.876 -0.564  -0.24
16 N -0.085 -3.170 -3.909  -0.22
17 N -4.424 5.310 -2.636  -0.26
18 C -4.159 0.516 1.911  -0.33
19 C -3.866 1.219 0.692  0.51
20 C 5.994 0.747 1.073  -0.23
21 C -3.616 4.533 -2.384  0.28
22 C 0.984 -1.372 2.219  0.26
23 C -2.250 -0.360 -3.547  -0.04
24 C -6.293 1.544 0.449  -0.17
25 C 3.039 0.577 1.695  0.00
26 C -3.489 1.742 -3.321  0.33
27 C 1.846 -4.963 1.120  -0.31
28 C 4.244 2.529 0.687  -0.24
29 C -2.466 2.355 -2.489  -0.02
30 C 5.493 1.829 0.346  0.03
31 C -3.113 -2.209 -4.935  0.26
32 C 7.372 1.632 -1.168  -0.21
33 C -2.536 3.642 -2.069  -0.20
34 C -5.483 0.324 2.336  -0.15
35 C -3.134 -0.014 2.788  0.44
36 C 7.155 0.107 0.669  -0.19
37 C -0.972 -2.441 -3.934  0.25
38 C 7.846 0.541 -0.452  -0.22
39 C -0.321 -3.471 1.929  -0.18
40 C 0.930 -2.867 1.916  -0.16
41 C -2.123 -1.599 -4.092  -0.21
42 C -0.515 -4.787 1.534  -0.27
43 C -5.011 1.739 0.007  -0.33
44 C 0.583 -5.530 1.123  -0.21
45 C -1.242 0.237 -2.691  0.32
46 C -1.566 4.267 -1.220  0.26
47 C -3.404 0.490 -3.783  0.39
48 C 2.030 -3.640 1.514  0.39
49 C -1.355 1.470 -2.183  0.43
50 C -6.537 0.821 1.620  -0.13
51 C 3.199 1.986 1.310  -0.07
52 C 6.210 2.270 -0.768  -0.22
53 H 8.751 0.036 -0.763  0.21
54 H -7.128 1.953 -0.106  0.22
55 H -1.505 -5.223 1.543  0.20
56 H -4.850 2.314 -0.893  0.19
57 H 0.457 -6.560 0.811  0.20
58 H -3.533 -0.583 3.652  0.10
59 H 5.837 3.116 -1.332  0.21
60 H 3.228 -0.159 0.915  0.21
61 H 5.479 0.411 1.961  0.23
62 H 4.172 3.556 0.352  0.22
63 H -5.663 -0.225 3.254  0.21
64 H 3.242 -2.313 2.041  0.50
65 H 7.906 1.985 -2.041  0.21
66 H 2.715 -5.529 0.809  0.21
67 H 7.519 -0.739 1.238  0.21
68 H 2.216 -1.304 3.925  0.36
69 H -1.168 -2.869 2.244  0.20
70 H 0.248 -1.161 3.021  0.12

energy above the lowest of the compared OMol25 structures with the same formula, charge and spin	19.5	kcal/mol
HOMO level	-5.35	eV
net charge	-1

---

# 2
The following is a DFT calculation (ωB97M-V/def2-TZVPD) of C35H21F5IN3O2S3Sm as an isolated structure at a distorted geometry.

Last column: Löwdin spin population.
Cartesian coordinates (Å):
1 Sm 13.716 11.833 9.503  5.08
2 I 13.643 11.820 12.608  -0.02
3 S 13.334 9.846 6.977  0.00
4 S 9.340 12.845 8.855  0.00
5 S 12.174 13.458 7.862  -0.01
6 F 18.275 7.949 6.464  0.00
7 F 15.480 7.487 6.304  0.00
8 F 17.452 12.548 6.378  0.00
9 F 19.251 10.438 6.582  0.00
10 F 14.815 12.123 6.943  0.00
11 O 19.062 9.070 9.954  0.00
12 O 13.984 9.233 9.520  0.00
13 N 16.020 11.201 9.654  -0.01
14 N 11.412 11.476 9.442  -0.01
15 N 15.370 6.461 11.539  0.00
16 C 11.001 12.545 8.715  0.00
17 C 13.132 6.807 10.761  0.00
18 C 10.298 6.605 8.059  0.00
19 C 10.418 10.835 10.152  0.00
20 C 14.539 7.186 10.743  0.00
21 C 16.705 10.240 10.279  0.00
22 C 9.957 5.544 5.944  0.00
23 C 13.306 8.727 8.322  0.00
24 C 16.688 6.711 11.450  0.00
25 C 17.006 11.282 6.559  0.00
26 C 17.883 10.236 6.639  0.00
27 C 15.644 11.046 6.704  0.00
28 C 17.377 8.934 6.542  0.00
29 C 9.446 5.849 7.227  0.00
30 C 10.557 9.685 10.910  0.00
31 C 7.986 10.823 10.375  0.00
32 C 16.183 14.810 9.809  0.00
33 C 12.423 7.733 8.554  0.00
34 C 17.203 7.866 10.912  0.00
35 C 11.983 6.874 6.254  0.00
36 C 8.136 9.686 11.244  0.00
37 C 15.995 8.713 6.417  0.00
38 C 17.947 12.680 9.885  0.00
39 C 16.288 8.902 10.401  0.00
40 C 15.607 13.573 9.642  -0.03
41 C 18.467 13.931 9.857  0.00
42 C 14.942 8.381 10.105  0.00
43 C 15.114 9.778 6.606  0.00
44 C 11.583 6.994 7.635  0.00
45 C 9.402 9.160 11.478  0.00
46 C 9.157 11.426 9.909  0.00
47 C 18.655 8.121 10.956  0.00
48 C 11.103 6.109 5.477  0.00
49 C 17.543 15.048 9.845  0.00
50 C 16.521 12.469 9.728  0.00
51 H 7.312 9.232 11.832  0.00
52 H 19.018 8.568 11.891  0.00
53 H 6.958 11.262 10.162  0.00
54 H 19.469 8.668 9.113  0.00
55 H 17.733 10.368 10.676  0.00
56 H 11.477 9.076 10.953  0.00
57 H 18.567 11.767 9.947  0.00
58 H 12.889 5.721 10.767  0.00
59 H 10.090 6.674 9.127  0.00
60 H 15.507 15.669 9.919  0.00
61 H 12.514 7.248 11.601  0.00
62 H 17.858 16.083 9.876  0.00
63 H 13.012 7.181 5.925  0.00
64 H 19.207 7.075 10.804  0.00
65 H 9.447 8.203 12.029  0.00
66 H 8.425 5.507 7.576  0.00
67 H 17.355 5.966 11.912  0.00
68 H 9.375 4.887 5.281  0.00
69 H 19.524 14.234 9.935  0.00
70 H 11.232 5.903 4.394  0.00
71 H 12.601 7.296 9.737  0.00

energy above the lowest of the compared OMol25 structures with the same formula, charge and spin	43.9	kcal/mol
expectation value of S²	8.77
HOMO level (spin up / spin down)	-3.24 / -3.24	eV
net charge	-1
2S+1	6

---

# 3
The following is a DFT calculation (ωB97M-V/def2-TZVPD) of C35H22BaN6P2S2Se3 as an isolated structure.

Last column: natural (NBO) charge in e.
Cartesian coordinates (Å):
1 Ba 2.000 3.128 1.068  1.75
2 Se 5.329 2.580 0.790  -0.48
3 Se 1.191 1.807 -1.974  -0.54
4 Se 0.877 -4.496 1.783  -0.55
5 S 1.688 5.216 3.216  -0.57
6 S 0.883 5.666 -0.067  -0.56
7 P -0.616 -3.095 1.255  1.26
8 P 1.059 -0.209 -1.321  1.27
9 N 0.618 0.702 1.105  -0.39
10 N -1.358 11.258 0.887  -0.39
11 N 6.252 1.702 -1.909  -0.53
12 N 0.316 0.414 2.355  -0.11
13 N -0.105 -0.824 2.457  -0.28
14 N -0.372 10.711 4.854  -0.38
15 C -2.234 -1.290 -3.440  -0.21
16 C -1.164 -4.599 -2.498  -0.20
17 C -2.778 -3.582 -0.487  -0.14
18 C -0.258 9.074 1.725  -0.20
19 C -1.413 -0.872 -2.405  -0.20
20 C 0.401 -0.391 0.343  -0.31
21 C -0.035 -1.031 -2.506  -0.29
22 C -2.545 -4.604 -2.649  -0.20
23 C -1.682 -1.871 -4.574  -0.21
24 C -3.982 -2.035 3.339  -0.21
25 C 3.725 -0.528 -2.014  -0.11
26 C -3.432 -4.298 3.932  -0.22
27 C 5.045 -2.463 -1.491  -0.20
28 C 5.875 2.050 -0.868  0.07
29 C -0.309 -2.047 -4.666  -0.21
30 C 3.970 -3.017 -0.806  -0.21
31 C -0.177 9.904 4.055  0.31
32 C 0.077 8.889 3.076  -0.20
33 C -2.024 -3.080 2.409  -0.27
34 C -0.076 -1.378 1.222  -0.32
35 C 0.610 6.842 1.193  -0.15
36 C -1.397 -3.597 -0.318  -0.41
37 C 0.667 7.694 3.461  -0.13
38 C -0.871 10.286 1.267  0.33
39 C 2.639 -1.093 -1.353  -0.44
40 C 0.947 6.654 2.566  -0.17
41 C -4.270 -3.199 4.041  -0.21
42 C -3.349 -4.096 -1.643  -0.24
43 C 0.515 -1.627 -3.634  -0.22
44 C -0.594 -4.112 -1.335  -0.18
45 C -2.309 -4.238 3.118  -0.20
46 C 2.770 -2.332 -0.733  -0.21
47 C 4.928 -1.216 -2.085  -0.22
48 C -2.861 -1.972 2.526  -0.21
49 C 0.014 8.055 0.823  -0.17
50 H 5.776 -0.741 -2.556  0.24
51 H 5.988 -2.995 -1.534  0.20
52 H 0.124 -2.502 -5.549  0.21
53 H 0.479 -4.160 -1.200  0.24
54 H -0.243 8.195 -0.219  0.22
55 H -2.989 -4.997 -3.555  0.21
56 H -1.835 -0.394 -1.528  0.23
57 H -2.626 -1.057 2.001  0.24
58 H -3.418 -3.198 0.296  0.22
59 H -4.622 -1.168 3.436  0.21
60 H 3.638 0.462 -2.444  0.25
61 H 4.061 -3.973 -0.303  0.21
62 H -4.427 -4.096 -1.753  0.21
63 H 1.590 -1.741 -3.712  0.23
64 H -2.325 -2.192 -5.384  0.20
65 H -3.305 -1.158 -3.362  0.21
66 H 0.927 7.549 4.501  0.22
67 H -5.141 -3.241 4.683  0.21
68 H 1.968 -2.763 -0.150  0.23
69 H -3.645 -5.203 4.488  0.21
70 H -1.635 -5.083 3.037  0.24
71 H -0.528 -4.983 -3.285  0.21

energy above the lowest of the compared OMol25 structures with the same formula, charge and spin	0.0	kcal/mol
HOMO level	-2.32	eV
net charge	-2

---

# 4
The following is a DFT calculation (ωB97M-V/def2-TZVPD) of C35H22Br2IrN4O9P as an isolated structure.

Last column: Löwdin spin population.
Cartesian coordinates (Å):
1 Ir -0.469 -0.180 -0.862  0.46
2 Br -2.175 0.571 -5.593  0.02
3 Br -1.396 -4.999 -5.916  0.02
4 P -0.097 -0.467 1.446  0.01
5 O 3.425 6.195 -2.897  0.00
6 O 4.325 4.491 -3.866  0.00
7 O -0.239 1.771 -0.611  0.06
8 O -1.186 0.091 -2.724  0.15
9 O -0.920 5.268 -0.328  0.00
10 O -0.122 3.914 1.153  0.00
11 O 2.620 0.019 -3.152  0.01
12 O 1.392 -0.393 -1.359  0.12
13 O -3.433 0.045 -1.252  0.00
14 N -0.570 -2.160 -1.510  -0.01
15 N -2.437 0.316 -0.330  0.00
16 N -0.183 4.377 0.030  0.00
17 N 3.514 5.007 -3.129  0.00
18 C -2.850 1.048 0.628  0.00
19 C -2.958 -2.937 2.951  0.00
20 C -1.267 -1.019 -3.454  0.00
21 C 3.721 0.802 1.673  0.00
22 C -0.927 -2.240 -2.834  0.00
23 C 3.469 -0.778 3.465  0.00
24 C -0.215 -3.072 2.580  0.00
25 C -0.925 -3.452 -3.546  0.00
26 C -0.894 -4.145 3.135  0.00
27 C -2.090 3.066 3.634  0.00
28 C 1.628 4.681 -1.584  0.00
29 C -0.468 -4.598 -2.868  0.02
30 C 2.415 0.569 1.285  0.00
31 C -2.695 2.536 2.506  0.00
32 C 4.255 0.117 2.756  0.00
33 C 2.609 2.766 -2.682  0.00
34 C -0.897 2.531 4.082  0.00
35 C 1.627 -0.358 1.972  0.00
36 C -0.896 0.943 2.261  0.00
37 C 1.919 0.448 -2.280  0.00
38 C -2.280 -1.859 2.406  0.00
39 C 0.759 3.831 -0.957  0.01
40 C 1.707 1.909 -2.053  0.02
41 C -0.901 -1.916 2.199  0.00
42 C -0.078 -3.240 -0.940  0.01
43 C -1.723 -2.240 -5.488  -0.01
44 C -2.268 -4.083 3.316  0.00
45 C 0.724 2.443 -1.197  0.00
46 C 2.553 4.120 -2.454  0.02
47 C -2.105 1.489 1.802  0.00
48 C -1.349 -3.415 -4.902  0.05
49 C -0.309 1.470 3.402  0.00
50 C 2.155 -1.010 3.084  0.00
51 C -0.021 -4.480 -1.581  0.00
52 C -1.684 -1.034 -4.766  0.06
53 H 0.298 -3.132 0.056  0.00
54 H 1.549 -1.669 3.687  0.00
55 H -2.796 -4.920 3.752  0.00
56 H -0.414 2.933 4.962  0.00
57 H 3.872 -1.291 4.328  0.00
58 H -2.970 0.099 -2.110  0.00
59 H -2.551 3.893 4.156  0.00
60 H 4.321 1.521 1.131  0.00
61 H -3.876 1.393 0.538  0.00
62 H -0.448 -5.549 -3.381  0.00
63 H 0.382 -5.327 -1.045  0.00
64 H 2.001 1.126 0.457  0.00
65 H -4.028 -2.875 3.099  0.00
66 H -3.629 2.952 2.151  0.00
67 H 3.354 2.354 -3.347  0.00
68 H 0.626 1.065 3.765  0.00
69 H -2.839 -0.967 2.156  0.00
70 H 5.280 0.292 3.056  0.00
71 H -0.344 -5.028 3.430  0.00
72 H -2.042 -2.222 -6.521  0.00
73 H 0.855 -3.153 2.442  0.00
74 H 1.605 5.747 -1.409  0.00

energy above the lowest of the compared OMol25 structures with the same formula, charge and spin	27.4	kcal/mol
expectation value of S²	0.76
HOMO level (spin up / spin down)	-11.36 / -11.08	eV
net charge	+1
2S+1	2

---

# 5
The following is a DFT calculation (ωB97M-V/def2-TZVPD) of C35H22ClIMnN2O4PS2 as an isolated structure.

Last column: Löwdin spin population.
Cartesian coordinates (Å):
1 I -1.702 2.622 -3.788  0.00
2 Mn 0.380 1.099 0.750  4.66
3 Cl -4.952 5.596 -0.177  0.00
4 S -1.596 -0.523 1.588  0.03
5 S -2.236 -1.453 -2.371  0.00
6 P 1.713 -1.268 0.300  0.04
7 O -1.275 -1.024 -3.346  0.00
8 O 2.828 2.126 2.339  0.02
9 O -0.453 1.888 -0.941  0.06
10 O -2.979 -2.655 -2.641  0.00
11 N -0.981 2.772 1.522  0.04
12 N -1.540 -1.541 -0.877  0.01
13 C 1.506 -2.594 -0.923  0.01
14 C -2.828 4.120 0.727  0.00
15 C 1.143 -3.182 -3.236  0.00
16 C -2.082 -0.704 -0.045  0.01
17 C -1.753 3.231 0.507  0.00
18 C 4.752 1.414 0.375  0.00
19 C 1.575 -1.828 3.032  0.00
20 C -2.263 4.056 3.062  0.00
21 C 3.190 -3.128 1.825  0.00
22 C -3.981 1.072 0.015  0.00
23 C -1.218 3.171 2.747  0.01
24 C -5.079 1.479 -2.103  0.00
25 C -4.296 0.517 -2.731  0.00
26 C 5.493 -0.331 -1.099  0.00
27 C 2.183 -2.163 1.829  0.00
28 C -3.066 4.522 2.059  0.01
29 C -3.195 0.122 -0.615  0.00
30 C 4.300 -1.008 -0.901  0.00
31 C 3.313 -0.469 -0.078  0.00
32 C 0.681 -4.433 -2.852  0.00
33 C -3.248 4.112 -1.651  0.00
34 C 2.450 1.410 1.418  0.03
35 C 1.957 -2.453 4.213  0.00
36 C -3.365 -0.145 -1.958  0.00
37 C -2.175 3.237 -1.861  0.01
38 C -3.579 4.537 -0.394  0.01
39 C -1.411 2.734 -0.807  0.01
40 C 0.628 -4.764 -1.507  0.00
41 C 1.548 -2.268 -2.278  0.00
42 C 5.720 0.882 -0.459  0.00
43 C 3.541 0.755 0.568  0.01
44 C 3.568 -3.756 2.999  0.00
45 C 1.030 -3.847 -0.546  0.01
46 C -4.925 1.750 -0.746  0.00
47 C 2.950 -3.418 4.198  0.00
48 H 1.475 -2.183 5.145  0.00
49 H 0.245 -5.728 -1.198  0.00
50 H 0.793 -1.080 3.042  0.00
51 H 6.656 1.408 -0.614  0.00
52 H 1.862 -1.277 -2.586  0.00
53 H -4.406 0.300 -3.786  0.00
54 H -0.565 2.781 3.519  0.00
55 H -2.423 4.350 4.090  0.00
56 H 1.155 -2.902 -4.281  0.00
57 H -3.839 1.274 1.069  0.00
58 H 6.249 -0.752 -1.751  0.00
59 H -3.829 4.452 -2.497  0.00
60 H 0.951 -4.105 0.503  0.00
61 H 4.127 -1.957 -1.395  0.00
62 H -5.814 2.028 -2.678  0.00
63 H -3.885 5.197 2.269  0.00
64 H 4.350 -4.506 2.982  0.00
65 H 0.336 -5.136 -3.600  0.00
66 H 3.249 -3.906 5.118  0.00
67 H 4.909 2.351 0.896  0.00
68 H -5.543 2.509 -0.281  0.00
69 H 3.679 -3.387 0.893  0.00

energy above the lowest of the compared OMol25 structures with the same formula, charge and spin	11.9	kcal/mol
expectation value of S²	8.76
HOMO level (spin up / spin down)	-4.16 / -4.83	eV
net charge	-1
2S+1	6

---

# 6
The following is a DFT calculation (ωB97M-V/def2-TZVPD) of C35H23AsN5O4S2W as an isolated structure.

Last column: Mulliken charge in e.
Cartesian coordinates (Å):
1 W 1.396 -0.525 0.399  -1.13
2 As -1.646 0.647 -1.018  1.46
3 S 3.475 0.090 1.542  -0.17
4 S 2.769 0.027 -1.455  -0.17
5 O 0.080 0.343 -0.644  1.29
6 O 0.561 -3.235 3.434  -0.46
7 O -0.172 -3.310 -0.937  -0.07
8 O -0.464 -0.879 4.058  -0.46
9 N 2.463 -2.497 0.581  0.51
10 N 0.913 1.210 1.620  0.55
11 N 7.109 0.507 1.174  -0.22
12 N 6.191 0.173 -2.816  -0.25
13 N 0.780 -1.309 2.130  1.00
14 C -2.783 2.112 1.131  -0.59
15 C 4.687 0.156 0.369  1.18
16 C 5.399 0.130 -1.987  -0.28
17 C 0.312 0.968 2.793  0.64
18 C 0.135 -0.477 3.119  -0.30
19 C -3.556 1.129 3.187  -0.62
20 C -2.457 0.834 0.673  0.42
21 C -2.767 3.957 -3.193  -0.85
22 C 2.676 -4.468 1.941  -0.73
23 C -1.389 -1.229 -3.105  -0.60
24 C -1.756 -2.329 -3.862  -0.77
25 C -0.112 1.974 3.636  -0.73
26 C 3.637 -4.977 1.076  -0.51
27 C 0.109 3.289 3.248  -0.59
28 C -3.660 -2.705 -2.417  -0.89
29 C -1.559 4.455 -3.663  -0.56
30 C -0.357 2.719 -2.513  -0.17
31 C 1.073 -2.657 2.534  -0.03
32 C 6.028 0.353 0.817  -0.32
33 C -3.213 -0.141 2.733  -1.04
34 C 0.276 -2.330 -0.662  0.35
35 C -3.304 -1.608 -1.642  -0.33
36 C -3.345 2.249 2.393  -0.96
37 C -0.359 3.840 -3.330  -0.86
38 C 0.722 3.539 2.026  -0.72
39 C 1.113 2.479 1.229  -0.39
40 C -1.574 2.234 -2.035  0.36
41 C -2.885 -3.065 -3.512  -0.57
42 C -2.787 2.838 -2.374  -0.52
43 C 2.123 -3.238 1.657  0.67
44 C -2.158 -0.888 -1.986  0.51
45 C 4.389 0.082 -0.979  0.44
46 C 3.363 -3.019 -0.276  -0.21
47 C -2.666 -0.298 1.471  -0.09
48 C 3.967 -4.243 -0.052  -0.96
49 H -1.552 5.327 -4.302  0.45
50 H -1.180 -2.602 -4.735  0.49
51 H -3.999 1.242 4.167  0.49
52 H -3.735 2.445 -2.023  0.48
53 H -2.622 2.984 0.508  0.51
54 H -3.630 3.229 2.751  0.53
55 H -3.924 -1.315 -0.805  0.54
56 H 2.347 -4.995 2.827  0.60
57 H 3.591 -2.456 -1.166  0.69
58 H 0.918 4.549 1.693  0.53
59 H -0.532 -0.630 -3.400  0.45
60 H -3.384 -1.005 3.361  0.52
61 H -3.696 4.437 -3.469  0.45
62 H 4.688 -4.610 -0.770  0.51
63 H 1.606 2.628 0.279  0.49
64 H -4.550 -3.269 -2.172  0.47
65 H -2.431 -1.292 1.109  0.54
66 H -0.185 4.108 3.891  0.55
67 H -0.587 1.710 4.572  0.68
68 H -3.175 -3.916 -4.114  0.48
69 H 0.576 2.226 -2.268  0.37
70 H 0.574 4.230 -3.715  0.47
71 H 4.104 -5.934 1.270  0.50

energy above the lowest of the compared OMol25 structures with the same formula, charge and spin	0.0	kcal/mol
HOMO level (spin up / spin down)	-17.40 / -17.40	eV
net charge	+3